No. 1
The following is a quantum chemistry calculation of one molecule with the formula C4H4N4 at a distorted geometry, from the Open Molecules 2025 dataset.

Geometry as XYZ:
```
12
C4H4N4, DFT the ωB97M-V functional and the def2-TZVPD basis
C 1.40 -1.25 0.00
C 0.05 -0.79 -0.14
C -1.22 0.97 -0.10
C 0.14 0.58 -0.09
H 1.88 1.94 0.04
H 1.83 -2.24 -0.05
H -2.92 -0.35 0.16
H -1.73 1.91 0.19
N 1.48 0.95 -0.01
N 2.20 -0.23 0.01
N -1.17 -1.29 0.00
N -1.94 -0.19 0.00
```

As for the SMILES: c1n[nH]c2c[nH]nc12. As for the total energy: -373.780104 Ha. The value obtained for the molar mass is 108.1 g/mol. For the gap between HOMO and LUMO, the calculation gives 9.31 eV. Its relative energy (zero: lowest compared OMol25 entry of this formula, charge and spin) is 170.1 kJ/mol. The maximum force comes out at 2.8 eV/Å.

No. 2
The following is a quantum chemistry calculation of C33H35BCl2F3N10O4SSn as an isolated structure, from the Open Molecules 2025 dataset.

Geometry as XYZ:
```
90
C33H35BCl2F3N10O4SSn, DFT the ωB97M-V functional and the def2-TZVPD basis
Sn -0.19 0.95 0.45
C -1.01 -1.41 3.71
C 0.16 -2.03 3.01
C 1.02 -3.06 3.44
C 1.86 -3.29 2.38
N 1.52 -2.43 1.40
N 0.48 -1.66 1.78
B 2.14 -2.13 0.03
N 1.03 -1.87 -1.03
C 0.72 -2.74 -2.01
C -0.27 -2.20 -2.79
C -0.54 -0.95 -2.23
C -1.55 0.06 -2.67
N 0.26 -0.75 -1.17
N 3.10 -0.89 0.12
C 4.42 -0.86 0.40
C 4.80 0.46 0.50
C 3.61 1.19 0.27
C 3.39 2.67 0.25
N 2.60 0.36 0.04
N 3.01 -3.30 -0.50
C 3.89 -3.20 -1.51
C 4.34 -4.46 -1.82
C 3.64 -5.30 -0.92
C 3.70 -6.79 -0.81
N 2.84 -4.60 -0.14
H -1.03 -1.69 4.76
H -1.93 -1.77 3.24
H -0.99 -0.32 3.62
H 1.01 -3.58 4.39
H 2.66 -4.00 2.26
H 1.21 -3.69 -2.08
H -0.76 -2.67 -3.63
H -1.82 -0.12 -3.71
H -1.16 1.07 -2.57
H -2.44 -0.02 -2.04
H 4.99 -1.77 0.52
H 5.79 0.84 0.71
H 4.34 3.21 0.24
H 2.82 2.99 1.13
H 2.80 2.95 -0.62
H 4.12 -2.24 -1.96
H 5.05 -4.74 -2.57
H 4.44 -7.19 -1.50
H 2.73 -7.23 -1.05
H 3.96 -7.10 0.20
F 0.22 3.84 -0.43
C -0.28 2.76 -1.15
F 0.51 2.75 -2.29
F -1.50 3.20 -1.60
C -6.56 -0.71 -3.96
C -5.60 -1.86 -3.83
C -6.02 -3.10 -3.38
C -5.13 -4.16 -3.24
C -3.79 -3.96 -3.53
C -3.34 -2.71 -3.95
C -4.25 -1.68 -4.13
S -2.67 -5.33 -3.42
O -1.53 -4.96 -4.21
O -3.44 -6.50 -3.78
N -2.23 -5.49 -1.89
C -3.14 -6.26 -1.02
C -2.92 -5.85 0.43
C -3.13 -4.33 0.64
O -3.94 -3.98 1.51
O -2.43 -3.60 -0.12
H -7.59 -1.05 -3.90
H -6.41 -0.17 -4.90
H -6.39 0.00 -3.14
H -7.07 -3.25 -3.15
H -5.47 -5.14 -2.94
H -2.29 -2.59 -4.19
H -3.91 -0.72 -4.49
H -2.05 -4.57 -1.39
H -2.95 -7.32 -1.16
H -4.19 -6.08 -1.28
H -1.90 -6.10 0.74
H -3.62 -6.39 1.07
Cl -4.28 -1.08 -0.95
C -4.53 0.00 0.37
C -5.77 0.05 0.96
C -6.01 0.92 2.03
C -4.99 1.76 2.48
C -3.75 1.72 1.88
Cl -2.54 2.83 2.43
C -3.41 0.81 0.79
N -2.28 0.76 0.16
H -6.55 -0.60 0.60
H -6.98 0.94 2.51
H -5.16 2.45 3.30
```

As for the charge: -2. As for the total energy: -3984.535767 Ha. The value obtained for the molar mass is 925.2 g/mol. For the gap between HOMO and LUMO (alpha / beta), the calculation gives 6.57 / 5.85 eV. Its spin multiplicity is 2. Its relative energy (zero: lowest compared OMol25 entry of this formula, charge and spin) is 22.1 kJ/mol. The maximum force comes out at 0.6 eV/Å.

No. 3
The following is a quantum chemistry calculation of C19H13AuCl3N4OS as an isolated structure, from the Open Molecules 2025 dataset.

Geometry as XYZ:
```
42
C19H13AuCl3N4OS, DFT the ωB97M-V functional and the def2-TZVPD basis
Au -0.37 -1.05 -0.50
N 2.00 -2.55 2.70
C 1.37 -1.88 1.73
S 0.09 -2.78 0.89
N 1.74 -0.64 1.51
N 1.04 -0.06 0.50
C 1.28 1.16 0.12
C 2.31 2.01 0.73
C 2.27 2.30 2.09
C 3.23 3.12 2.65
C 4.24 3.65 1.85
C 4.29 3.35 0.50
C 3.32 2.55 -0.07
C 0.42 1.65 -0.99
C 0.44 2.94 -1.46
C -0.43 3.30 -2.49
C -1.31 2.36 -3.01
C -1.31 1.08 -2.47
N -0.46 0.76 -1.50
H 1.77 -3.51 2.91
H 2.74 -2.11 3.20
H 1.49 1.87 2.71
H 3.20 3.35 3.70
H 5.00 4.28 2.29
H 5.08 3.76 -0.12
H 3.36 2.31 -1.13
H 1.12 3.66 -1.04
H -0.43 4.31 -2.88
H -2.00 2.61 -3.80
H -1.97 0.29 -2.80
Cl -5.83 -5.36 0.74
C -4.61 -4.34 0.07
C -4.68 -2.97 0.28
C -3.70 -2.17 -0.28
Cl -3.74 -0.45 0.00
C -2.66 -2.69 -1.04
O -1.74 -1.89 -1.63
C -2.62 -4.07 -1.22
Cl -1.31 -4.76 -2.12
C -3.59 -4.90 -0.68
H -5.48 -2.54 0.87
H -3.54 -5.97 -0.83
```

As for the charge: +1. As for the total energy: -2940.341225 Ha. The value obtained for the molar mass is 648.7 g/mol. For the gap between HOMO and LUMO, the calculation gives 6.61 eV. The maximum force comes out at 0.1 eV/Å.

No. 4
The following is a quantum chemistry calculation of C33H30F3N4O2PdTe as an isolated structure, from the Open Molecules 2025 dataset.

Geometry as XYZ:
```
74
C33H30F3N4O2PdTe, DFT the ωB97M-V functional and the def2-TZVPD basis
Pd -0.48 0.75 1.42
C 1.03 -0.26 4.00
C 1.18 1.25 4.23
C 1.54 2.14 3.05
C 2.65 2.98 3.17
C 2.91 3.93 2.20
C 2.05 4.06 1.12
C 0.99 3.19 1.04
N 0.75 2.25 1.97
N -0.25 -0.60 3.39
C -1.42 -0.26 4.18
C -2.23 0.96 3.72
C -3.24 1.43 4.55
C -3.99 2.53 4.17
C -3.70 3.16 2.96
C -2.69 2.65 2.18
N -1.98 1.57 2.56
C -0.31 -1.91 2.77
C -1.42 -1.97 1.74
C -2.18 -3.11 1.52
C -3.21 -3.08 0.60
C -3.49 -1.90 -0.07
C -2.70 -0.80 0.19
N -1.68 -0.84 1.05
H 1.17 -0.79 4.95
H 1.82 -0.60 3.32
H 1.96 1.39 4.97
H 0.27 1.65 4.68
H 3.29 2.89 4.04
H 3.77 4.58 2.30
H 2.19 4.82 0.36
H 0.27 3.24 0.23
H -1.14 -0.08 5.22
H -2.12 -1.10 4.20
H -3.43 0.93 5.49
H -4.78 2.90 4.81
H -4.25 4.03 2.63
H -2.42 3.10 1.24
H -0.42 -2.73 3.49
H 0.64 -2.07 2.24
H -1.96 -4.01 2.09
H -3.81 -3.96 0.43
H -4.31 -1.82 -0.76
H -2.88 0.16 -0.29
F 4.11 -0.27 0.31
C 3.41 -0.12 -0.79
F 3.66 1.09 -1.32
F 3.76 -1.05 -1.68
C 1.89 -0.16 -0.51
O 1.10 -0.38 -1.54
O 1.50 0.00 0.62
Te 1.07 0.40 -3.39
C -0.69 -0.61 -3.77
C -0.91 -1.92 -3.34
C -2.06 -2.56 -3.77
C -2.95 -1.91 -4.62
C -2.73 -0.60 -5.02
C -1.59 0.07 -4.59
C 2.49 -0.67 -4.39
C 2.48 -2.07 -4.50
C 3.45 -2.67 -5.28
C 4.39 -1.88 -5.96
C 4.39 -0.50 -5.84
C 3.44 0.12 -5.04
H -0.22 -2.42 -2.68
H -2.25 -3.58 -3.46
H -3.84 -2.43 -4.96
H -3.43 -0.10 -5.67
H -1.41 1.09 -4.91
H 1.75 -2.67 -3.98
H 3.47 -3.74 -5.38
H 5.13 -2.37 -6.58
H 5.12 0.09 -6.36
H 3.45 1.20 -4.94
```

As for the charge: +3. As for the total energy: -2339.619582 Ha. The value obtained for the molar mass is 805.6 g/mol. For the gap between HOMO and LUMO, the calculation gives 6.42 eV. Its relative energy (zero: lowest compared OMol25 entry of this formula, charge and spin) is 30.0 kJ/mol. The maximum force comes out at 0.7 eV/Å.

No. 5
The following is a quantum chemistry calculation of a 2-piece molecular cluster, C20H40N2O4 overall at a distorted geometry, from the Open Molecules 2025 dataset.

Geometry as XYZ:
```
66
C20H40N2O4, DFT the ωB97M-V functional and the def2-TZVPD basis
C -2.17 1.89 -1.30
C -3.48 1.43 -0.50
O -4.58 1.77 -0.99
O -3.46 0.67 0.70
C -2.41 1.09 1.60
C -2.37 0.09 2.87
C -3.28 -1.22 2.67
C -2.65 -2.24 1.55
C -1.53 -3.09 2.30
C -1.36 -4.60 1.73
C -1.04 -4.58 0.16
N -1.61 -5.77 -0.59
C -3.09 -5.75 -0.33
C -3.49 -5.63 1.22
O -2.40 -5.50 2.15
H -1.52 0.97 -1.50
H -2.44 2.40 -2.29
H -1.59 2.58 -0.59
H -2.60 2.14 2.01
H -1.36 1.10 1.14
H -1.29 -0.26 3.01
H -2.73 0.66 3.80
H -4.37 -0.97 2.45
H -3.29 -1.77 3.68
H -3.54 -2.83 1.15
H -2.27 -1.60 0.68
H -0.52 -2.58 2.05
H -1.59 -3.07 3.44
H -0.40 -4.98 2.24
H -1.33 -3.62 -0.38
H 0.10 -4.67 0.04
H -1.41 -5.65 -1.59
H -1.20 -6.67 -0.28
H -3.49 -4.81 -0.86
H -3.58 -6.64 -0.84
H -4.03 -6.62 1.48
H -4.32 -4.83 1.34
C 4.49 4.03 -2.20
C 2.97 3.94 -1.91
C 2.68 4.52 -0.51
C 3.10 3.59 0.63
C 2.51 2.20 0.44
C 2.81 1.59 -0.95
N 2.50 2.53 -2.06
O 1.15 2.56 -2.22
C 4.29 1.15 -1.01
C 2.03 0.25 -1.07
C 2.35 4.89 -2.96
H 4.77 3.37 -3.02
H 4.78 5.04 -2.49
H 5.11 3.79 -1.33
H 1.60 4.72 -0.41
H 3.18 5.48 -0.38
H 4.19 3.53 0.70
H 2.76 4.00 1.58
H 2.89 1.54 1.23
H 1.42 2.26 0.60
H 4.55 0.82 -2.03
H 4.47 0.30 -0.35
H 4.99 1.91 -0.70
H 0.95 0.38 -0.93
H 2.36 -0.46 -0.30
H 2.19 -0.21 -2.04
H 2.53 4.53 -3.98
H 2.78 5.89 -2.89
H 1.27 5.02 -2.83
```

As for the charge: +1. As for the total energy: -1196.102087 Ha. The value obtained for the molar mass is 372.5 g/mol. For the gap between HOMO and LUMO (alpha / beta), the calculation gives 7.33 / 7.99 eV. Its spin multiplicity is 2. The maximum force comes out at 4.5 eV/Å.

No. 6
The following is a quantum chemistry calculation of a 2-piece molecular cluster, C5H6N2O3 overall at a distorted geometry, from the Open Molecules 2025 dataset.

Geometry as XYZ:
```
16
C5H6N2O3, DFT the ωB97M-V functional and the def2-TZVPD basis
C 1.03 -1.03 1.24
C -0.35 2.29 -0.10
C 1.45 -1.16 -0.18
C 0.28 -0.59 -0.96
C -0.55 -0.05 0.25
N -0.03 -0.34 1.44
N -1.96 0.19 0.10
O -2.62 0.37 1.14
O 0.06 2.61 -1.14
O -2.44 0.21 -1.02
H 1.52 -1.23 2.15
H -0.75 2.71 0.75
H 2.33 -0.64 -0.33
H 1.81 -2.25 -0.25
H 0.36 0.29 -1.63
H -0.15 -1.38 -1.46
```

As for the total energy: -529.124440 Ha. The value obtained for the molar mass is 142.1 g/mol. For the gap between HOMO and LUMO (alpha / beta), the calculation gives 7.71 / 7.71 eV. Its relative energy (zero: lowest compared OMol25 entry of this formula, charge and spin) is 646.7 kJ/mol. The maximum force comes out at 4.8 eV/Å.

No. 7
The following is a quantum chemistry calculation of an isolated ion of composition C6H11N2O and charge +1 at a distorted geometry, from the Open Molecules 2025 dataset.

Geometry as XYZ:
```
20
C6H11N2O, DFT the ωB97M-V functional and the def2-TZVPD basis
C -0.22 0.42 0.32
C 1.86 0.68 0.04
C 3.24 1.15 -0.07
C -2.70 0.33 -0.36
C -0.26 -2.09 -0.26
C -1.67 0.75 0.69
N 0.88 1.43 0.38
N 0.30 -0.81 0.05
O 1.64 -0.61 -0.25
H 3.40 2.14 0.35
H 3.88 0.49 0.39
H 3.46 1.18 -1.11
H -2.61 -0.75 -0.61
H -2.53 0.82 -1.30
H -3.62 0.53 0.11
H -1.10 -2.17 -1.03
H 0.55 -2.74 -0.59
H -0.60 -2.64 0.67
H -2.03 0.19 1.63
H -1.83 1.71 0.97
```

As for the charge: +1. As for the SMILES: CCc1nc(C)o[n+]1C. As for the total energy: -419.650532 Ha. The value obtained for the molar mass is 127.2 g/mol. For the gap between HOMO and LUMO, the calculation gives 11.31 eV. Its relative energy (zero: lowest compared OMol25 entry of this formula, charge and spin) is 279.2 kJ/mol. The maximum force comes out at 5.4 eV/Å.

No. 8
The following is a quantum chemistry calculation of one molecule with the formula C5H11NO, from the Open Molecules 2025 dataset.

Geometry as XYZ:
```
18
C5H11NO, DFT the ωB97M-V functional and the def2-TZVPD basis
C -0.64 1.75 -1.24
C 0.72 1.16 -0.90
N 0.70 0.14 0.16
C 1.04 -1.23 -0.21
C -0.34 -0.87 0.18
C -0.85 -1.18 1.57
O 0.19 -1.13 2.51
H -0.51 2.58 -1.95
H -1.14 2.14 -0.35
H -1.29 1.01 -1.71
H 1.18 0.75 -1.81
H 1.39 1.96 -0.55
H 1.22 -1.42 -1.27
H 1.67 -1.77 0.48
H -1.10 -0.85 -0.61
H -1.66 -0.47 1.83
H -1.28 -2.19 1.61
H 0.71 -0.36 2.26
```

As for the SMILES: CCN1C[C@H]1CO. As for the total energy: -327.054103 Ha. The value obtained for the molar mass is 101.1 g/mol. For the gap between HOMO and LUMO, the calculation gives 10.31 eV. Its relative energy (zero: lowest compared OMol25 entry of this formula, charge and spin) is 202.8 kJ/mol. The maximum force comes out at 0.3 eV/Å.

> Which of these has the highest maximum force?

C6H11N2O

> Which of these has the highest maximum force?

C6H11N2O